[1]
DFT (ωB97M-V/def2-TZVPD) results for C41H63CaCl4F4KN4O16S as an isolated structure.

```
135
Properties=species:S:1:pos:R:3:lowdin_charge:R:1
C -2.3688 -1.8120 -8.4122 0.034
C -2.4085 -0.9505 -7.2736 -0.183
C -2.1738 0.1195 -6.0501 -0.193
C -2.2689 -0.5327 -4.5550 -0.481
S -2.8809 -2.2879 -4.9872 0.788
C -3.5359 -0.0851 -3.5564 -0.259
O -4.5814 0.7044 -3.8087 0.007
N -3.0924 -0.8135 -2.2925 0.070
C -1.6457 -1.1868 -2.1666 -0.371
C -1.2358 -0.7126 -0.6575 -0.046
C -2.3704 0.1853 0.1285 -0.102
N -2.8396 -0.0792 1.4157 -0.187
O -1.1828 -2.5744 -2.1882 -0.215
C -2.2028 -3.5489 -1.8008 -0.130
C -1.5412 -5.0685 -2.0268 -0.349
C -2.7441 -5.9789 -2.7035 -0.234
O -1.2102 -5.7263 -0.7300 -0.427
C -1.0203 -0.3635 -3.4848 -0.227
C -0.8222 1.1815 -2.8979 -0.083
C -0.6330 2.3357 -4.0365 -0.551
O -1.7337 2.9360 -4.5691 -0.077
Cl 1.0006 2.9974 -4.6738 0.564
C 0.5114 -0.7095 -3.9649 -0.515
Cl 0.6190 -2.2006 -5.1249 0.562
C 1.5744 -1.0430 -2.7673 -0.254
C 3.0953 -0.8085 -3.4241 -0.119
H -2.1288 -2.7328 -9.1318 0.059
H -1.1208 0.6588 -6.2117 0.122
H -2.9771 0.9870 -6.2008 0.139
H -4.2934 -2.1047 -5.1039 -0.003
H -3.8151 -1.2975 -1.7290 0.162
H -1.1249 -1.7117 -0.0112 0.136
H -0.2097 -0.1635 -0.5517 0.112
H -2.8790 1.1117 -0.4138 0.133
H -3.5618 0.6658 1.6509 0.048
H -2.3560 -3.4433 -0.6281 0.152
H -3.2316 -3.4504 -2.3548 0.073
H -0.6186 -5.0533 -2.7619 0.110
H -3.6256 -6.2250 -1.9541 0.000
H -2.3566 -6.9960 -3.1365 0.100
H -3.1779 -5.3403 -3.5908 -0.018
H -1.9407 -6.4076 -0.5201 -0.222
H -1.7336 1.5360 -2.2197 0.128
H 0.1250 1.2721 -2.1770 0.130
H 1.0102 0.1653 -4.6062 0.100
H 1.5367 -0.3415 -1.8364 0.102
H 1.4635 -2.1933 -2.5054 0.074
H 3.9199 -1.4432 -2.8679 0.075
H 3.2904 0.3604 -3.2886 0.097
H 3.1318 -1.0047 -4.5769 0.068
K -3.3605 -1.1519 3.2336 0.920
C -5.4706 -5.1765 0.9994 -0.841
O -5.5702 -3.9409 1.1927 -0.049
O -6.6488 -5.7697 1.1305 0.089
O -4.4855 -5.8946 0.7178 -0.233
H -7.0819 -4.9151 1.3307 0.105
Ca 1.0738 -5.0926 -0.8588 1.591
Cl -5.2478 -5.1792 -2.9715 -0.162
C -0.1317 2.5903 8.6310 -0.079
C 0.9857 1.8628 7.9098 -0.271
O 0.9746 0.4562 8.1298 -0.110
C 0.1030 -0.3787 7.3172 -0.492
O 0.3116 -0.1511 6.0235 -0.172
C -1.4179 -0.3047 7.7348 -0.517
F -1.5458 -0.2523 9.0933 0.101
F -2.1000 -1.4214 7.3500 0.090
F -2.1000 0.7582 7.2418 0.092
H -0.3095 2.1649 9.6230 0.083
H 0.1126 3.6521 8.7380 0.053
H -1.0659 2.5364 8.0717 0.057
H 1.9312 2.2131 8.3369 0.097
H 1.0199 2.1292 6.8487 0.107
H 0.3776 -1.3758 7.6893 0.140
C 3.7906 6.2034 10.0465 -0.079
C 3.1966 4.9613 10.6176 -0.326
O 2.2028 4.6108 9.6815 0.124
C 2.6560 5.0872 8.4880 -0.497
O 2.2145 4.7469 7.4031 0.147
O 3.6720 5.9880 8.6545 0.074
F 2.5957 5.2145 11.8019 0.082
H 3.2340 7.1051 10.3229 0.149
H 4.8370 6.3348 10.3351 0.144
H 3.9060 4.1344 10.7285 0.180
Cl -2.7959 -7.3591 0.5070 0.294
C 4.7300 -5.5760 -7.6005 -0.110
C 3.2933 -6.0798 -7.6440 -0.260
C 2.4189 -5.5029 -6.5310 -0.191
C 2.8451 -5.9488 -5.1971 -0.221
N 3.1831 -6.2962 -4.1432 0.118
H 5.2373 -5.8896 -6.6827 0.067
H 5.2953 -5.9785 -8.4471 0.078
H 4.7648 -4.4835 -7.6580 0.077
H 3.2941 -7.1755 -7.5956 0.118
H 2.8576 -5.8029 -8.6113 0.116
H 1.3825 -5.8203 -6.6976 0.129
H 2.4260 -4.4079 -6.5798 0.104
C 8.0894 -3.8372 -3.0242 -0.137
C 6.6525 -3.8287 -3.4342 -0.146
O 6.0420 -2.9995 -2.4637 0.028
C 7.0195 -2.1884 -1.9632 -0.517
O 6.8152 -1.2355 -1.2298 0.137
O 8.2545 -2.5821 -2.3913 0.072
H 8.7656 -3.9326 -3.8782 0.141
H 8.3137 -4.6294 -2.3022 0.139
H 6.5026 -3.3844 -4.4238 0.136
H 6.2107 -4.8289 -3.4230 0.130
C -0.1070 3.7834 2.7012 -0.018
C -1.5938 4.1615 2.4085 -0.441
C -2.0949 3.4820 1.0993 -0.149
C -1.6860 4.1774 -0.1954 -0.188
C -1.9602 5.6757 -0.1297 -0.125
C -1.3027 6.3340 1.1083 -0.470
N -1.7046 5.6575 2.3871 0.022
O -3.0446 5.9959 2.6493 -0.011
C 0.2394 6.3076 0.9275 -0.042
C -1.6398 7.8582 1.1180 -0.037
C -2.3880 3.4888 3.5826 -0.033
H 0.4737 4.6463 3.0414 0.085
H -0.0149 3.0488 3.5027 0.086
H 0.3911 3.3608 1.8211 0.078
H -3.1946 3.4416 1.1110 0.126
H -1.7560 2.4392 1.0620 0.083
H -0.6279 3.9871 -0.4082 0.104
H -2.2453 3.7431 -1.0332 0.108
H -1.5925 6.1454 -1.0514 0.130
H -3.0463 5.8396 -0.1205 0.131
H 0.7424 6.7526 1.7894 0.094
H 0.5382 6.8828 0.0417 0.093
H 0.6480 5.3087 0.7780 0.058
H -2.7175 8.0555 1.1216 0.080
H -1.2422 8.3545 0.2232 0.088
H -1.1966 8.3544 1.9918 0.093
H -2.1244 3.9291 4.5477 0.099
H -2.1693 2.4155 3.6321 0.080
H -3.4748 3.5689 3.4501 0.077
```

Net charge = 0
HOMO-LUMO gap = 1.20 eV
Energy relative to the best compared isomer or geometry (same formula, charge and spin) = 1011.8 kJ/mol
Multiplicity = 1
Calculated total energy = -188790.8655 eV
Highest occupied orbital energy = -6.0 eV
LUMO = -0.1770 Ha

[2]
DFT (ωB97M-V/def2-TZVPD) results for a 5-piece molecular cluster, C41H64F5NO15P overall.

```
127
Properties=species:S:1:pos:R:3:lowdin_charge:R:1
C -0.7154 1.0306 4.5010 0.034
C -0.3625 -0.1247 4.3855 -0.143
C -0.0519 -1.5526 3.7812 -0.175
C 1.0696 -1.4277 2.6114 -0.215
C 0.7356 -2.3232 1.3678 -0.277
P 0.7474 -1.5662 -0.4279 0.645
O -0.9083 -2.0986 -0.7850 -0.334
C 0.7543 -0.8971 -2.2424 -0.241
C 1.0346 0.6412 -2.4889 -0.242
C -0.2099 1.3831 -3.1957 -0.204
C -0.4478 2.8244 -2.5633 -0.210
C 0.8564 3.7258 -2.5075 -0.295
N 1.7525 3.5949 -3.6997 -0.023
C -0.1777 -0.0116 0.2359 -0.224
C -1.5487 -0.2664 1.0349 -0.224
C -2.8522 0.1357 0.1808 -0.217
C -4.0766 -0.7631 0.6162 -0.205
C -5.3617 -0.6538 -0.3107 -0.219
C -5.0675 -0.5084 -1.8594 -0.165
C -6.4476 -0.0963 -2.5817 -0.226
O -6.4432 1.3015 -2.9118 -0.222
C -6.5179 2.1303 -1.7505 -0.129
C 1.2219 -3.3653 -0.9637 -0.217
C 0.7164 -3.9059 -2.3571 -0.399
C 0.2436 -5.4489 -2.2430 -0.076
O 1.7617 -3.9619 -3.3957 -0.121
C 2.5432 -0.9843 -0.1111 -0.362
F 2.7531 0.2527 0.5552 -0.036
F 3.3769 -1.8808 0.6878 -0.051
C 3.5723 -0.8388 -1.3385 -0.080
C 4.1839 0.4990 -1.6750 -0.021
C 5.1595 0.7022 -2.7704 -0.078
C 5.6070 -0.4117 -3.6369 -0.024
C 5.0446 -1.7432 -3.3018 -0.074
C 5.4879 -2.9778 -4.1576 -0.456
F 4.6319 -3.0127 -5.2828 0.059
F 5.2834 -4.1806 -3.5060 0.091
F 6.7636 -2.8330 -4.6742 0.083
C 4.0688 -1.9339 -2.1795 0.048
H -0.9745 2.1117 4.5379 0.033
H -1.0161 -1.9952 3.4185 0.095
H 0.3420 -2.1562 4.6527 0.086
H 1.2690 -0.3373 2.5215 0.082
H 1.9971 -1.8377 3.1390 0.102
H 1.4462 -3.2246 1.4698 0.054
H -0.2590 -2.8356 1.6019 0.086
H -1.1407 -2.9525 -0.3947 0.039
H -0.2639 -1.0955 -2.7081 0.083
H 1.4699 -1.4302 -2.9356 0.077
H 1.4058 1.2241 -1.5861 0.086
H 1.8749 0.7692 -3.2484 0.096
H -1.1681 0.7975 -3.1154 0.093
H 0.0047 1.5169 -4.2983 0.099
H -1.2228 3.3971 -3.1662 0.099
H -0.8094 2.7163 -1.4918 0.100
H 0.5016 4.8122 -2.4830 0.095
H 1.4737 3.5911 -1.5721 0.104
H 1.5157 4.3602 -4.3484 0.060
H 2.6977 3.8199 -3.3597 0.058
H 0.3968 0.7128 0.8561 0.066
H -0.6418 0.6284 -0.5893 0.062
H -1.7413 -1.2743 1.4521 0.066
H -1.5708 0.4603 1.9153 0.091
H -3.0484 1.2453 0.2016 0.111
H -2.5793 -0.1404 -0.8902 0.087
H -3.7223 -1.8407 0.6677 0.109
H -4.3600 -0.4495 1.6740 0.114
H -5.9337 -1.6311 -0.1865 0.110
H -6.0414 0.1508 0.0934 0.093
H -4.7873 -1.5133 -2.3099 0.119
H -4.3322 0.3028 -2.1193 0.106
H -6.6185 -0.6948 -3.5198 0.117
H -7.2960 -0.3202 -1.8560 0.114
H -5.5484 2.0927 -1.1593 0.092
H -7.3189 1.7486 -1.0375 0.096
H -6.7344 3.2112 -1.9666 0.084
H 0.6795 -4.1110 -0.2831 0.080
H 2.2994 -3.6474 -0.7703 0.088
H -0.1496 -3.3921 -2.8370 0.123
H -0.8422 -5.5004 -1.9049 0.077
H 0.8550 -5.9932 -1.4556 0.075
H 0.3779 -5.9865 -3.2213 0.069
H 2.3725 -4.6488 -3.0662 0.071
H 3.9155 1.4386 -1.1104 0.104
H 5.5874 1.7265 -2.9697 0.090
H 6.3369 -0.2115 -4.4592 0.103
H 3.7580 -2.9883 -2.0201 0.087
C 2.8823 -4.9762 5.6342 -0.121
C 4.0312 -5.4006 4.7655 -0.138
O 3.3939 -5.7600 3.5448 0.066
C 2.2066 -5.0932 3.4980 -0.536
O 1.5042 -5.0386 2.5393 0.157
O 1.9311 -4.4950 4.6912 0.053
H 3.1596 -4.1941 6.3406 0.137
H 2.4426 -5.8122 6.1852 0.134
H 4.7323 -4.5836 4.5723 0.135
H 4.5778 -6.2451 5.1816 0.120
C -6.9081 6.8614 1.1513 -0.137
C -6.3771 6.2253 -0.0989 -0.142
O -6.0577 4.9013 0.3246 0.058
C -6.8224 4.6342 1.4176 -0.553
O -6.9257 3.5592 1.9213 0.158
O -7.4569 5.7562 1.8619 0.059
H -7.6724 7.6101 0.9467 0.131
H -6.1191 7.3159 1.7580 0.134
H -7.1273 6.1708 -0.8921 0.140
H -5.4981 6.7297 -0.4804 0.099
C -2.8147 9.2867 -0.4479 -0.118
C -3.3968 10.6602 -0.2734 -0.126
O -4.6892 10.5348 -0.8590 0.071
C -5.0261 9.2186 -0.8146 -0.535
O -6.1111 8.7910 -1.0709 0.155
O -3.9677 8.4512 -0.4395 0.052
H -2.1325 9.0158 0.3574 0.139
H -2.2993 9.1678 -1.4042 0.138
H -3.5106 10.9367 0.7782 0.135
H -2.8133 11.4286 -0.7799 0.135
C 8.5012 -6.0898 3.8215 -0.126
C 8.7442 -4.6823 4.2851 -0.126
O 7.6795 -4.4629 5.2042 0.063
C 7.2764 -5.6806 5.6540 -0.565
O 6.5143 -5.8468 6.5604 0.144
O 7.8517 -6.6850 4.9412 0.064
H 9.4245 -6.6168 3.5824 0.134
H 7.8319 -6.1371 2.9587 0.139
H 9.6953 -4.5730 4.8133 0.134
H 8.7082 -3.9614 3.4688 0.138
```

Net charge = -1
HOMO-LUMO gap = 5.68 eV
Multiplicity = 1
Calculated total energy = -98626.4747 eV
Highest occupied orbital energy = -4.2 eV
LUMO = 0.0531 Ha

[3]
DFT (ωB97M-V/def2-TZVPD) results for C41H65CsN5O4PSe as an isolated structure.

```
118
Properties=species:S:1:pos:R:3:lowdin_charge:R:1
Cs 0.3851 0.0015 -0.6301 0.992
C -6.9642 -3.9013 3.2636 -0.082
C -5.7486 -4.3215 2.4395 -0.563
C -4.7935 -5.0960 3.3613 -0.055
C -6.2274 -5.2692 1.3327 -0.060
C -5.0121 -3.1267 1.8406 -0.202
C -3.8549 -3.3398 1.0882 -0.087
C -3.1363 -2.3063 0.5472 -0.399
Se -1.5042 -2.5978 -0.4115 0.996
C -0.5828 -3.7279 0.8307 -0.409
C -0.8971 -5.0780 0.9078 -0.096
C -0.2605 -5.9410 1.7830 -0.198
C 0.7623 -5.3920 2.5600 -0.008
C 1.1395 -4.0611 2.5170 -0.090
C 0.4465 -3.1533 1.6326 -0.390
O 0.7708 -1.9030 1.5550 -0.299
C 2.2672 -3.5476 3.4109 -0.533
C 2.9547 -4.6709 4.1911 -0.087
C 1.6728 -2.5806 4.4359 -0.041
C 3.3534 -2.8401 2.5896 -0.044
C -0.6389 -7.4120 1.9414 -0.561
C 0.5763 -8.3096 1.6789 -0.062
C -1.7527 -7.8246 0.9797 -0.072
C -1.1356 -7.6667 3.3721 -0.054
C -3.5432 -0.9308 0.6689 -0.427
O -2.9369 -0.0010 0.0420 -0.182
C -4.6665 -0.7067 1.5323 -0.098
C -5.3753 -1.8001 2.0367 -0.016
C -5.1563 0.7037 1.9051 -0.530
C -6.3595 1.0724 1.0281 -0.055
C -4.0923 1.7989 1.7540 -0.060
C -5.5936 0.7634 3.3807 -0.075
H -7.4501 -4.7882 3.6811 0.073
H -7.6994 -3.3674 2.6577 0.080
H -6.6835 -3.2499 4.0927 0.080
H -5.2854 -5.9785 3.7853 0.074
H -4.4514 -4.4604 4.1801 0.089
H -3.9045 -5.4295 2.8235 0.061
H -6.7346 -6.1407 1.7593 0.071
H -5.3895 -5.6265 0.7331 0.072
H -6.9173 -4.7569 0.6589 0.083
H -3.4976 -4.3516 0.9280 0.083
H -1.6636 -5.4474 0.2386 0.082
H 1.2926 -6.0510 3.2376 0.083
H 2.2670 -5.2030 4.8521 0.075
H 3.7399 -4.2351 4.8157 0.075
H 3.4218 -5.4035 3.5287 0.082
H 0.9520 -3.0958 5.0755 0.091
H 1.1586 -1.7742 3.9293 0.054
H 2.4624 -2.1685 5.0751 0.075
H 3.8149 -3.5410 1.8889 0.087
H 4.1350 -2.4676 3.2611 0.072
H 2.9380 -2.0117 2.0229 0.070
H 0.9602 -8.1550 0.6691 0.087
H 0.3063 -9.3644 1.7925 0.072
H 1.3884 -8.0950 2.3744 0.070
H -1.4639 -7.6832 -0.0628 0.086
H -2.6666 -7.2515 1.1481 0.073
H -1.9897 -8.8824 1.1276 0.076
H -0.3701 -7.4096 4.1058 0.074
H -1.3988 -8.7206 3.5093 0.074
H -2.0158 -7.0590 3.5889 0.076
H -6.2611 -1.5962 2.6231 0.079
H -6.0763 1.0659 -0.0265 0.081
H -6.7328 2.0723 1.2777 0.072
H -7.1756 0.3573 1.1587 0.074
H -3.8134 1.9780 0.7233 0.056
H -3.1697 1.5457 2.2770 0.091
H -4.5033 2.7206 2.1859 0.072
H -6.4352 0.1098 3.6082 0.059
H -5.8984 1.7846 3.6276 0.069
H -4.7674 0.4833 4.0363 0.089
O -0.1781 0.3920 2.7462 -0.087
C 0.7630 0.8870 3.6424 -0.236
C 2.1297 1.1187 3.0281 -0.251
C 3.2873 0.7558 3.7157 -0.035
C 4.5179 0.9994 3.1349 -0.085
C 4.5654 1.5895 1.8839 -0.076
C 3.3597 1.9081 1.2713 -0.138
N 2.1734 1.6867 1.8253 0.114
H 0.1273 -0.4675 2.3601 0.027
H 0.8933 0.2451 4.5242 0.100
H 0.3909 1.8513 4.0090 0.124
H 3.2002 0.2568 4.6716 0.102
H 5.4299 0.7071 3.6434 0.099
H 5.4989 1.7845 1.3734 0.094
H 3.3497 2.3472 0.2788 0.109
N 1.8634 -0.2815 -4.5643 -0.212
C 1.8531 -0.4824 -3.4118 -0.481
C -0.6937 2.7739 -5.3897 -0.129
N -0.1419 3.0038 -4.0738 -0.287
C 1.3164 3.1105 -4.0938 -0.107
P -0.9386 2.8750 -2.6390 0.491
O 0.0066 2.3713 -1.6010 -0.575
N -2.2575 1.9795 -2.9995 -0.291
C -3.5333 2.0731 -2.2925 -0.092
C -2.0230 0.6050 -3.4604 -0.097
N -1.5841 4.3240 -2.1338 -0.314
C -0.9434 5.0750 -1.0780 -0.112
C -2.2720 5.1371 -3.1109 -0.134
H -0.4788 3.6208 -6.0532 0.073
H -1.7725 2.6363 -5.3444 0.068
H -0.2456 1.8753 -5.8277 0.083
H 1.6036 3.9507 -4.7372 0.072
H 1.7535 2.1761 -4.4546 0.038
H 1.6953 3.2879 -3.0916 0.070
H -3.6618 3.0700 -1.8747 0.070
H -3.5737 1.3269 -1.4930 0.057
H -4.3407 1.8936 -3.0112 0.082
H -1.0181 0.4803 -3.8648 0.061
H -2.7419 0.3537 -4.2463 0.085
H -2.1620 -0.0917 -2.6288 0.065
H -0.4196 4.4004 -0.4075 0.074
H -1.6969 5.6270 -0.5080 0.078
H -0.2221 5.8025 -1.4784 0.079
H -2.7999 4.5132 -3.8323 0.071
H -1.5804 5.7848 -3.6697 0.079
H -3.0169 5.7716 -2.6201 0.078
```

Net charge = -2
HOMO-LUMO gap = 5.09 eV
Energy relative to the best compared isomer or geometry (same formula, charge and spin) = 0.0 kJ/mol
Multiplicity = 1
Calculated total energy = -134399.9288 eV
Highest occupied orbital energy = -1.4 eV
LUMO = 0.1346 Ha